Computed, not measured: one molecule with the formula C4H5N3S, with the ωB97M-V functional and the def2-TZVPD basis.

Last columns: bonded neighbours and bond lengths (Å).
Geometry (Å):
1 H 2.0409 -2.7605 -1.5555  N2 1.086
2 N 1.2356 -2.2506 -1.0341  H1 1.086, C3 1.299
3 C 1.6715 -1.1383 -0.5252  N2 1.299, N4 1.420, H10 1.056
4 N 0.7230 -0.1831 -0.0715  C3 1.420, N5 1.373, C8 1.441
5 N 1.1879 0.7539 0.8180  N4 1.373, C6 1.308
6 C 0.2021 1.5446 1.1565  N5 1.308, S7 1.689, H11 1.056
7 S -1.3726 1.2044 0.6495  C6 1.689, C8 1.831
8 C -0.6889 -0.1609 -0.3607  N4 1.441, S7 1.831, C9 1.306
9 C -1.4456 -0.8737 -1.1516  C8 1.306, H12 1.148, H13 1.058
10 H 2.6885 -0.9022 -0.3683  C3 1.056
11 H 0.4493 2.2534 1.8998  C6 1.056
12 H -1.2105 -1.7284 -1.8803  C9 1.148
13 H -2.4678 -0.6050 -1.1903  C9 1.058

As for the multiplicity: 1. The value obtained for the HOMO energy is -7.8 eV. The value obtained for the gap between HOMO and LUMO is 8.59 eV. Its SMILES is [H]/N=C/N1N=CSC1=C. For the maximum force, the calculation gives 3.68 eV/A. The value obtained for the relative energy (zero: lowest compared OMol25 entry of this formula, charge and spin) is 254.3 kJ/mol.

---

Computed, not measured: one molecule with the formula C4H5N3S, with the ωB97M-V functional and the def2-TZVPD basis.

Last columns: bonded neighbours and bond lengths (Å).
Geometry (Å):
1 H -2.3010 1.8775 -0.1957  N2 1.118
2 N -1.1923 2.0086 -0.1420  H1 1.118, C3 1.360
3 C -0.4667 0.8584 -0.1558  N2 1.360, C4 1.447, N8 1.411
4 C 0.9558 0.9653 0.0894  C3 1.447, C5 1.377, H10 1.274
5 C 1.8745 -0.0596 0.1057  C4 1.377, C6 1.396, H11 1.083
6 C 1.2269 -1.2518 -0.2229  C5 1.396, N7 1.382, H12 1.058
7 N -0.1188 -1.5395 -0.0945  C6 1.382, N8 1.319
8 N -0.8616 -0.4693 0.1141  C3 1.411, N7 1.319, S9 1.784
9 S -2.6380 -0.5608 -0.0161  N8 1.784, H13 1.399
10 H 1.1760 2.1845 0.3855  C4 1.274
11 H 2.9318 -0.1084 -0.1217  C5 1.083
12 H 1.9589 -2.0120 -0.1462  C6 1.058
13 H -2.5453 -1.8929 0.4002  S9 1.399

As for the multiplicity: 1. The value obtained for the HOMO energy is -8.3 eV. The value obtained for the gap between HOMO and LUMO is 7.94 eV. Its SMILES is [H]/N=c1/cccnn1S. For the maximum force, the calculation gives 5.54 eV/A. The value obtained for the relative energy (zero: lowest compared OMol25 entry of this formula, charge and spin) is 449.5 kJ/mol.

---

Computed, not measured: one molecule with the formula C4H5N3S, with the ωB97M-V functional and the def2-TZVPD basis.

Last columns: bonded neighbours and bond lengths (Å).
Geometry (Å):
1 N 0.6108 -2.1371 0.4686  N2 1.352, H9 1.102, H10 1.040
2 N 0.0343 -0.9145 0.4797  N1 1.352, C3 1.275
3 C -1.0913 -0.5679 -0.0097  N2 1.275, C4 1.490, H11 1.215
4 C -1.3966 0.8791 -0.1898  C3 1.490, C5 1.402, H12 1.078
5 C -0.4467 1.9101 -0.1852  C4 1.402, N6 1.336, H13 1.155
6 N 0.8730 1.7294 -0.0847  C5 1.336, C7 1.201
7 C 1.7076 0.9177 0.2107  N6 1.201, S8 1.547
8 S 3.1032 0.2869 0.4304  C7 1.547
9 H 0.1000 -2.8601 -0.1878  N1 1.102
10 H 1.6222 -1.9747 0.2877  N1 1.040
11 H -1.9378 -1.3557 -0.3843  C3 1.215
12 H -2.4373 1.0959 -0.3711  C4 1.078
13 H -0.7414 2.9910 -0.4644  C5 1.155

As for the multiplicity: 1. The value obtained for the HOMO energy is -8.2 eV. The value obtained for the gap between HOMO and LUMO is 8.16 eV. Its SMILES is N/N=C/C=C\N=C=S. For the maximum force, the calculation gives 3.80 eV/A. The value obtained for the relative energy (zero: lowest compared OMol25 entry of this formula, charge and spin) is 307.7 kJ/mol.